(1)
Entry from the Open Molecules 2025 dataset: a structure of composition C44H62BrF3N6O2S2Si2Ti (ωB97M-V with the def2-TZVPD basis set).

Values from the calculation:
<S²>: 2.0426
Energy above the lowest of the compared OMol25 structures with the same formula, charge and spin (eV): 0.277
DFT total energy (Eh): -7291.44557
LUMO energy (spin up / spin down) (eV): 4.11 / 4.10
HOMO-LUMO gap (spin up / spin down) (eV): 5.0 / 6.4

The geometry in ORCA input format:
```
! RIJCOSX wB97M-V def2-TZVPD def2/J DEFGRID3
* xyz -2 3
Ti 0.67934 0.53323 -0.22247
O -0.72406 -4.63432 2.15668
C 0.54662 -4.50425 1.67225
C 1.44802 -5.51542 1.98088
C 2.75615 -5.43858 1.53150
C 3.17096 -4.35458 0.76543
C 2.26247 -3.35502 0.45188
C 0.95054 -3.41800 0.90179
C -0.01626 -2.30866 0.53205
O 0.63918 -1.14271 0.24427
N -0.89445 -2.89956 -0.52411
N -1.32208 -2.09167 -1.61727
C -2.29746 -2.70942 -2.24466
C -2.91995 -2.37323 -3.46340
Br -1.96227 -1.19674 -4.65969
C -4.12586 -2.85565 -3.97881
C -5.22328 -3.45298 -3.29150
C -6.27685 -4.04929 -4.04163
C -7.36572 -4.64294 -3.43791
C -7.48677 -4.68903 -2.04545
C -6.49217 -4.07833 -1.28251
C -5.40064 -3.46840 -1.87858
H -1.22236 -3.83304 1.96123
H 1.10864 -6.35384 2.58048
H 3.45427 -6.22776 1.78583
H 4.19696 -4.28185 0.42474
H 2.55748 -2.48731 -0.13095
H -0.67095 -2.09975 1.39223
H -0.46029 -3.73529 -0.88910
H -2.68616 -3.63097 -1.80351
H -4.26251 -2.73337 -5.04880
H -6.20390 -4.03514 -5.12439
H -8.14837 -5.07502 -4.05303
H -8.33552 -5.16664 -1.57099
H -6.58004 -4.07571 -0.20010
H -4.67531 -2.95346 -1.26372
F 6.25685 -1.21652 -2.68559
C 5.39102 -0.25465 -3.13137
F 5.64022 0.84139 -2.42795
F 5.78508 0.01086 -4.41822
C 3.98280 -0.75752 -3.12339
C 3.64826 -1.58591 -4.17771
C 2.37715 -2.11645 -4.25883
C 1.46435 -1.75932 -3.27910
N 1.74703 -0.95320 -2.27348
C 3.00297 -0.46535 -2.13808
S 3.24950 0.44961 -0.69951
H 4.39370 -1.80601 -4.93301
H 2.09248 -2.77919 -5.06463
H 0.45383 -2.14417 -3.29292
C -2.85578 2.19171 -2.29112
Si -1.34862 3.09671 -1.59004
C -2.01565 4.14641 -0.16538
C -0.98924 4.38787 -2.93344
N 0.09373 2.20482 -1.21458
C 1.17716 2.60146 -2.06470
C 1.39145 1.98124 -3.30063
C 2.44516 2.35494 -4.12293
C 3.30849 3.37389 -3.74417
C 3.06422 4.05049 -2.55434
C 1.99906 3.68965 -1.74615
H -3.77431 2.68846 -1.94680
H -2.89555 1.14624 -1.98687
H -2.84203 2.21678 -3.38469
H -2.84347 4.75589 -0.55130
H -1.25816 4.82364 0.24365
H -2.40179 3.53528 0.65752
H -1.91234 4.92121 -3.19473
H -0.59386 3.92164 -3.84299
H -0.24862 5.12334 -2.59767
H 0.70708 1.20124 -3.61118
H 2.58984 1.83842 -5.06740
H 4.15116 3.64470 -4.37102
H 3.70668 4.87375 -2.25497
H 1.77887 4.25234 -0.84633
C 3.17308 3.06798 1.42497
C 2.07264 3.11537 2.49019
C 2.74051 3.52540 3.80935
C 1.10627 4.23242 2.08029
Si 1.07395 1.38514 2.46455
C -0.47111 1.69272 3.70422
C -1.51988 2.59480 3.03163
C -1.14579 0.34436 4.00148
C -0.15127 2.35978 5.04827
C 2.23890 0.16175 3.55003
C 2.42119 0.48384 5.04045
C 3.63163 0.11103 2.91191
C 1.67950 -1.26150 3.47081
H 3.60141 4.07437 1.27850
H 2.79116 2.72801 0.46718
H 3.99125 2.39718 1.69739
H 3.14434 4.54866 3.71865
H 3.58059 2.86624 4.04937
H 2.04413 3.51649 4.65281
H 1.66775 5.14802 1.83211
H 0.41964 4.48771 2.89285
H 0.51272 3.94321 1.20630
H -1.82468 2.20579 2.06556
H -1.16025 3.61484 2.88835
H -2.42053 2.65087 3.66741
H -1.30600 -0.23605 3.08861
H -2.13156 0.51356 4.46450
H -0.55510 -0.25893 4.69703
H 0.19724 3.38866 4.90519
H 0.60172 1.81988 5.62472
H -1.06914 2.41021 5.65854
H 2.68419 1.52696 5.22727
H 3.22906 -0.14664 5.44829
H 1.51536 0.24684 5.60632
H 4.19057 1.03650 3.08553
H 3.57948 -0.06048 1.83680
H 4.21412 -0.71271 3.35564
H 2.40994 -1.98126 3.87868
H 1.49474 -1.53038 2.43896
H 0.75252 -1.38332 4.03512
N -3.41359 -2.07104 0.49682
C -3.50854 -0.72644 0.40274
N -4.78565 -0.23222 0.34825
S -2.21303 0.30392 0.44356
H -4.24227 -2.58752 0.23534
H -2.54020 -2.46350 0.10411
H -5.44361 -0.75961 -0.20899
H -4.79351 0.75811 0.15976
*
```


(2)
Entry from the Open Molecules 2025 dataset: a structure of composition C5H5Br15 (ωB97M-V with the def2-TZVPD basis set).

Values from the calculation:
<S²>: 0.7556
Energy above the lowest of the compared OMol25 structures with the same formula, charge and spin (eV): 0.000
DFT total energy (Eh): -38803.27923
LUMO energy (spin up / spin down) (eV): -4.57 / -9.32
HOMO-LUMO gap (spin up / spin down) (eV): 7.8 / 3.0

The geometry in ORCA input format:
```
! RIJCOSX wB97M-V def2-TZVPD def2/J DEFGRID3
* xyz 1 2
C -20.25041 -21.04271 8.44424
Br -21.70668 -20.59109 9.73417
Br -20.68489 -22.73080 7.55620
Br -18.43950 -21.00644 9.21285
H -20.16372 -20.33728 7.61783
C -16.19165 -15.35873 2.93791
Br -17.30859 -16.18825 4.31507
Br -15.48473 -13.74374 3.88022
Br -17.21463 -14.94920 1.28428
H -15.33510 -15.96971 2.65311
C -22.27054 -14.66829 5.68775
Br -22.72028 -14.34349 7.56295
Br -20.50068 -14.07318 4.99191
Br -23.64644 -13.68787 4.65667
H -22.50214 -15.68234 5.36191
C -20.21332 -18.02962 4.78084
Br -18.95955 -19.54372 5.08986
Br -21.99905 -18.53714 5.39131
Br -20.10980 -17.38545 2.84032
H -19.85690 -17.23076 5.43112
C -18.51993 -16.02963 8.63826
Br -20.02574 -17.25141 8.25156
Br -19.12888 -14.22924 7.95204
Br -16.86678 -16.51948 7.75657
H -18.40931 -15.86136 9.70950
*
```